Computed, not measured: C28H28BrF9IN3O4S2Ti as an isolated structure in a non-equilibrium geometry, with ωB97M-V with the def2-TZVPD basis set.

Properties
- 2S+1 = 3
- total charge = 0
- E_LUMO (spin up / spin down) (eV) = -1.35 / -1.35
- orbital gap (spin up / spin down) (eV) = 2.1 / 6.3

Atoms and positions in Å:
N1 -2.96241 -3.25634 2.64467
C1 3.30967 0.81658 5.36916
H1 0.43945 2.23622 -2.38908
F1 -1.17366 -2.59819 -2.30261
H2 3.21958 4.70350 -0.16445
O1 -2.67624 2.52056 -1.58407
C2 2.54277 2.60891 -0.32294
C3 -2.08238 -2.51195 3.35323
C4 1.27930 -1.23744 -5.61196
C5 3.97243 1.12560 -1.68518
C6 1.76456 0.07969 -5.35016
C7 -3.21956 -1.32943 -2.62703
F2 -1.93604 -1.42300 -4.57911
C8 1.96301 0.54789 -4.06348
O2 -2.21812 1.16960 0.65422
H3 -0.55626 -4.87681 2.93543
S1 -2.69761 -1.14468 4.25573
C9 -3.19355 3.16726 -0.49290
F3 -3.01049 -3.61601 -3.02096
C10 -4.50326 1.67665 1.08314
N2 -0.81670 -2.91470 3.48732
C11 2.69132 1.43470 -1.09850
O3 -2.36012 -0.32617 -2.01109
F4 -5.61218 -1.91413 -2.55351
O4 -3.65717 4.29527 -0.46129
H4 1.99535 0.67915 -6.22866
C12 0.99545 -2.10916 -4.51783
C13 1.30781 -1.67557 -3.20163
H5 -3.90944 -2.88040 2.51218
C14 -4.68971 -1.13346 -2.05604
N3 0.12569 1.47043 -1.76225
H6 6.13928 -1.00860 6.05671
F5 -3.20659 0.26058 -4.39533
C15 4.36335 0.18947 6.08594
H7 -1.86421 3.73704 1.88071
I1 1.45649 1.06347 3.07037
H8 2.31324 1.52213 -3.91458
H9 4.31725 -0.18398 2.23629
C16 -0.23976 -3.91133 2.56715
H10 -0.52849 -3.74090 1.54850
C17 -3.14806 2.28399 0.79366
H11 -2.57810 2.52901 2.88365
C18 3.20503 0.50941 4.01678
H12 -5.02865 1.18958 0.26085
F6 -5.08141 0.14389 -2.34406
H13 -2.76560 -4.17173 2.24949
H14 1.64963 2.67372 0.36454
C19 4.94348 2.15797 -1.65847
H15 -1.51549 -0.77653 4.94610
H16 -5.17029 2.42733 1.52718
F7 -4.67840 -1.23747 -0.72451
H17 -3.61754 3.86850 2.28052
S2 1.33991 0.37063 -1.38243
C20 5.30796 -0.68713 4.07010
H18 6.16797 -1.17987 3.62599
Ti1 -1.61790 1.10887 -1.11480
F8 -2.75062 -3.03027 -0.95207
H19 1.38074 -2.36936 -2.34399
H20 -0.19512 -2.28329 3.94403
H21 4.05309 0.20833 -2.28300
H22 4.46928 0.44795 7.15226
C21 -2.79607 3.16889 2.02317
H23 5.45958 4.17653 -1.23158
H24 -4.31887 0.91310 1.83008
H25 5.95346 1.91413 -1.94390
Br1 2.07552 1.76584 6.56651
F9 -4.01869 -1.70631 -4.93085
C22 4.26212 -0.12489 3.32891
H26 0.87813 -3.79910 2.64999
H27 0.51469 -3.07809 -4.68248
H28 1.07551 -1.50245 -6.67058
C23 -3.13196 -1.03726 -4.13075
C24 4.64270 3.43451 -1.16840
C25 5.37645 -0.53075 5.45210
C26 3.45949 3.67355 -0.52505
C27 1.64379 -0.30023 -2.98988
C28 -2.52782 -2.66347 -2.23526

Computed Mulliken charges, given in elementary charges: atom 1 (N): -0.347, atom 2 (C): -0.191, atom 3 (H): 0.223, atom 4 (F): -0.045, atom 5 (H): 0.342, atom 6 (O): -0.513, atom 7 (C): -0.288, atom 8 (C): 0.825, atom 9 (C): -0.695, atom 10 (C): -0.845, atom 11 (C): -0.648, atom 12 (C): 1.058, atom 13 (F): -0.144, atom 14 (C): -0.750, atom 15 (O): -0.741, atom 16 (H): 0.371, atom 17 (S): -0.179, atom 18 (C): 0.251, atom 19 (F): -0.295, atom 20 (C): -1.540, atom 21 (N): -0.160, atom 22 (C): 0.607, atom 23 (O): -0.185, atom 24 (F): -0.266, atom 25 (O): -0.666, atom 26 (H): 0.363, atom 27 (C): -0.376, atom 28 (C): -0.521, atom 29 (H): 0.196, atom 30 (C): 0.247, atom 31 (N): -0.510, atom 32 (H): 0.373, atom 33 (F): -0.202, atom 34 (C): -0.354, atom 35 (H): 0.341, atom 36 (I): 0.268, atom 37 (H): 0.507, atom 38 (H): 0.451, atom 39 (C): -0.983, atom 40 (H): 0.316, atom 41 (C): 2.158, atom 42 (H): 0.330, atom 43 (C): 0.250, atom 44 (H): 0.160, atom 45 (F): -0.267, atom 46 (H): 0.218, atom 47 (H): 0.288, atom 48 (C): -0.560, atom 49 (H): 0.170, atom 50 (H): 0.433, atom 51 (F): -0.148, atom 52 (H): 0.353, atom 53 (S): 0.430, atom 54 (C): -0.419, atom 55 (H): 0.365, atom 56 (Ti): 0.654, atom 57 (F): -0.261, atom 58 (H): 0.236, atom 59 (H): 0.168, atom 60 (H): 0.502, atom 61 (H): 0.328, atom 62 (C): -1.720, atom 63 (H): 0.324, atom 64 (H): 0.217, atom 65 (H): 0.424, atom 66 (Br): -0.157, atom 67 (F): -0.301, atom 68 (C): -0.371, atom 69 (H): 0.334, atom 70 (H): 0.390, atom 71 (H): 0.301, atom 72 (C): 0.401, atom 73 (C): -0.404, atom 74 (C): -0.529, atom 75 (C): -0.577, atom 76 (C): 0.748, atom 77 (C): 0.234


Computed, not measured: C11H22AsMnN2O8 as an isolated structure, with ωB97M-V with the def2-TZVPD basis set.

Properties
- 2S+1 = 2
- total charge = -1
- E_LUMO (spin up / spin down) (eV) = 2.82 / 2.82
- orbital gap (spin up / spin down) (eV) = 7.4 / 6.8

Atoms and positions in Å:
O1 1.29220 2.48371 -2.26891
H1 2.94060 0.86364 -1.83852
C1 -1.93788 -2.39522 -0.80676
H2 3.74501 0.40486 -0.31558
H3 -4.06887 2.00699 0.82738
H4 0.68301 -2.81547 -2.29995
C2 0.56668 1.97515 -1.41073
H5 -3.01317 -2.64339 1.01580
O2 0.49243 0.73907 -1.11469
C3 3.39809 0.04670 -1.28512
C4 -2.03708 2.63648 1.15821
O3 -2.16334 -3.24338 -1.66301
H6 -2.26737 3.69888 0.98299
O4 -1.69298 -1.14511 -1.00870
H7 -2.07749 2.45904 2.23471
C5 3.25260 -2.86813 -0.65348
C6 -3.05737 1.74152 0.49730
H8 -2.64130 -0.15727 0.10191
H9 3.75968 -3.13589 -1.58085
H10 1.79575 -1.87046 -3.32727
H11 -1.39256 -1.82225 2.43179
As1 2.11299 -1.32771 -0.92486
H12 3.99090 -2.63147 0.11205
O5 1.28382 -1.18664 0.52610
C7 -0.37805 2.87411 -0.60557
O6 0.38231 1.94015 3.98688
H13 -0.13971 -2.32404 1.49114
N1 -0.71528 2.26709 0.67191
C8 -1.98615 -2.80515 0.67910
Mn1 -0.54488 -0.15354 0.59146
N2 -1.09211 -1.96827 1.47615
H14 -1.28339 2.98967 -1.20760
O7 -0.19947 0.35298 2.51870
C9 0.16176 1.53151 2.84929
H15 -1.77405 -3.87406 0.76151
H16 0.07154 3.86881 -0.49306
C10 0.33092 2.48861 1.66456
H17 4.23159 -0.39664 -1.83155
H18 0.31673 -1.11204 -2.64278
H19 -3.01676 1.84176 -0.59246
C11 1.11323 -1.82954 -2.47736
H20 1.28805 2.25251 1.18916
O8 -2.73572 0.41699 0.88225
H21 2.64170 -3.70340 -0.31525
H22 0.36339 3.52886 2.01370

Computed Mulliken charges, given in elementary charges: atom 1 (O): -0.807, atom 2 (H): 0.310, atom 3 (C): 0.641, atom 4 (H): 0.312, atom 5 (H): 0.426, atom 6 (H): 0.370, atom 7 (C): -0.010, atom 8 (H): 0.256, atom 9 (O): -0.349, atom 10 (C): -1.198, atom 11 (C): -0.924, atom 12 (O): -0.767, atom 13 (H): 0.317, atom 14 (O): -0.806, atom 15 (H): 0.391, atom 16 (C): -1.295, atom 17 (C): -0.557, atom 18 (H): 0.442, atom 19 (H): 0.401, atom 20 (H): 0.445, atom 21 (H): 0.260, atom 22 (As): 1.186, atom 23 (H): 0.370, atom 24 (O): -0.716, atom 25 (C): -0.757, atom 26 (O): -0.807, atom 27 (H): 0.359, atom 28 (N): 0.972, atom 29 (C): -0.663, atom 30 (Mn): 0.991, atom 31 (N): -0.200, atom 32 (H): 0.375, atom 33 (O): -0.566, atom 34 (C): 0.333, atom 35 (H): 0.349, atom 36 (H): 0.318, atom 37 (C): -0.619, atom 38 (H): 0.421, atom 39 (H): 0.272, atom 40 (H): 0.297, atom 41 (C): -1.151, atom 42 (H): 0.293, atom 43 (O): -0.532, atom 44 (H): 0.323, atom 45 (H): 0.293


Computed, not measured: one molecule with the formula C4H6S3 in a non-equilibrium geometry, with ωB97M-V with the def2-TZVPD basis set.

Properties
- total charge = 0
- E_LUMO (eV) = -0.46
- orbital gap (eV) = 8.3

Atoms and positions in Å:
H1 0.10547 -1.91588 1.79198
S1 2.24874 -1.11116 1.22600
H2 -0.02079 0.92561 -2.33175
C1 -0.63299 1.55204 -1.63495
S2 -1.14785 -1.40910 -0.66579
H3 -2.12699 2.67850 -1.02998
C2 -1.65213 2.31594 -1.93668
H4 0.32894 -0.33450 2.45538
H5 -2.01036 2.56501 -2.94755
S3 -0.22581 1.31049 0.14245
C3 0.48617 -0.92783 1.52684
H6 2.47923 0.24380 1.02623
C4 -0.32718 -0.40786 0.34363

Computed Mulliken charges, given in elementary charges: atom 1 (H): 0.358, atom 2 (S): -0.158, atom 3 (H): 0.358, atom 4 (C): -0.215, atom 5 (S): -0.202, atom 6 (H): 0.198, atom 7 (C): -0.475, atom 8 (H): 0.325, atom 9 (H): 0.261, atom 10 (S): -0.112, atom 11 (C): -0.799, atom 12 (H): 0.138, atom 13 (C): 0.322


Looking at energy above the lowest of the compared OMol25 structures with the same formula, charge and spin for the records above, in order, we have 74.2, 7.5, 17.7 kcal per mole.